# 1
{"formula": "C39H36BBrO12S", "method": "ωB97M-V/def2-TZVPD", "species": ["C", "C", "C", "C", "C", "C", "C", "C", "S", "O", "O", "O", "O", "C", "O", "O", "C", "Br", "C", "B", "O", "O", "H", "H", "H", "H", "H", "H", "H", "H", "H", "H", "H", "H", "H", "H", "H", "H", "H", "H", "H", "H", "O", "C", "C", "C", "C", "C", "C", "C", "C", "O", "C", "C", "C", "C", "C", "C", "H", "H", "H", "H", "H", "H", "H", "H", "O", "C", "C", "C", "C", "C", "C", "C", "C", "O", "C", "C", "C", "C", "C", "C", "H", "H", "H", "H", "H", "H", "H", "H"], "positions_angstrom": [[4.261, -4.760, 3.806], [4.674, -3.471, 2.917], [5.215, -3.833, 1.447], [6.788, -4.121, 1.571], [4.798, -2.795, 0.289], [3.483, -3.280, -0.504], [2.174, -3.445, 0.408], [1.251, -2.130, 0.515], [-0.327, -2.190, -0.450], [-1.420, -1.548, 0.397], [-0.160, -1.443, -1.751], [-0.866, -3.730, -0.822], [5.847, -3.067, -0.728], [6.723, -1.928, -0.917], [7.439, -1.644, -1.882], [6.545, -1.222, 0.352], [5.093, -1.231, 0.457], [4.604, -0.155, -1.200], [4.379, -0.376, 1.613], [5.321, 0.015, 2.877], [6.686, 0.444, 2.820], [4.707, -0.022, 4.213], [3.895, -4.363, 4.816], [3.477, -5.360, 3.232], [5.218, -5.352, 4.001], [3.787, -2.752, 2.899], [5.548, -2.943, 3.470], [4.723, -4.845, 1.164], [7.400, -3.167, 1.804], [7.214, -4.707, 0.691], [6.923, -4.793, 2.503], [3.240, -2.658, -1.432], [3.735, -4.339, -0.899], [2.373, -3.809, 1.476], [1.540, -4.281, -0.085], [1.816, -1.173, 0.232], [0.970, -2.002, 1.631], [-0.765, -4.264, 0.006], [4.040, 0.627, 1.145], [3.394, -0.889, 1.937], [6.851, 1.116, 3.519], [4.931, -0.918, 4.577], [0.101, 4.076, -7.194], [-0.549, 3.757, -6.213], [-1.806, 4.467, -5.881], [-2.258, 5.494, -6.711], [-3.458, 6.139, -6.428], [-4.210, 5.760, -5.318], [-3.753, 4.749, -4.480], [-2.547, 4.105, -4.756], [-2.060, 3.042, -3.848], [-2.677, 2.759, -2.835], [-0.816, 2.320, -4.190], [-0.368, 1.292, -3.358], [0.782, 0.583, -3.686], [1.488, 0.899, -4.846], [1.052, 1.933, -5.669], [-0.099, 2.650, -5.340], [-1.679, 5.790, -7.580], [-3.810, 6.934, -7.077], [-5.152, 6.255, -5.105], [-4.341, 4.462, -3.613], [-0.916, 1.038, -2.456], [1.126, -0.217, -3.041], [2.381, 0.339, -5.107], [1.609, 2.175, -6.569], [-4.125, -1.002, 3.560], [-4.817, -0.045, 3.255], [-4.423, 0.843, 2.138], [-3.260, 0.568, 1.414], [-2.905, 1.373, 0.340], [-3.706, 2.453, -0.020], [-4.855, 2.743, 0.708], [-5.213, 1.941, 1.793], [-6.428, 2.265, 2.573], [-7.089, 3.256, 2.307], [-6.833, 1.367, 3.678], [-7.996, 1.642, 4.399], [-8.403, 0.785, 5.416], [-7.651, -0.348, 5.717], [-6.483, -0.617, 5.010], [-6.068, 0.243, 3.992], [-2.634, -0.275, 1.683], [-2.004, 1.154, -0.224], [-3.431, 3.071, -0.867], [-5.473, 3.589, 0.425], [-8.589, 2.521, 4.166], [-9.310, 0.999, 5.972], [-7.974, -1.021, 6.504], [-5.900, -1.500, 5.252]], "mulliken_charge": [-1.342, -0.445, 0.121, -1.328, 1.683, -1.587, -0.065, -0.821, 1.098, -0.582, -0.622, -0.494, -0.460, 0.563, -0.516, -0.419, 0.346, -0.105, -0.888, 0.440, -0.572, -0.580, 0.356, 0.273, 0.306, 0.291, 0.388, 0.408, 0.259, 0.304, 0.383, 0.316, 0.387, -0.009, 0.569, 0.223, 0.410, 0.387, 0.598, -0.026, 0.303, 0.334, -0.686, 0.576, 0.228, -0.575, -0.471, -0.569, -0.453, 0.178, 0.311, -0.612, 0.170, -0.623, -0.416, -0.717, -0.673, 0.380, 0.467, 0.383, 0.405, 0.495, 0.658, 0.658, 0.424, 0.457, -0.693, 0.591, 0.263, -0.934, -0.218, -0.146, -0.823, 0.312, 0.547, -0.682, 0.164, -0.516, -0.458, -0.464, -0.516, 0.153, 0.651, 0.267, 0.494, 0.451, 0.457, 0.390, 0.380, 0.449], "e_lumo_ev": -0.8734, "homo_lumo_gap_ev": 8.34, "smiles": "CC[C@H](C)[C@]1(CCCS(=O)(=O)O)OC(=O)O[C@]1(Br)CB(O)O.O=C1c2ccccc2C(=O)c2ccccc21.O=C1c2ccccc2C(=O)c2ccccc21", "homo_ev": -9.216, "e_tot_ev": -147150.554, "total_charge": 0}

---

# 2
{"formula": "C39H36ClN3PdSi2", "method": "ωB97M-V/def2-TZVPD", "species": ["C", "C", "C", "H", "C", "C", "H", "H", "H", "H", "Pd", "Si", "C", "C", "H", "C", "H", "C", "H", "C", "H", "C", "H", "C", "C", "H", "C", "H", "C", "H", "C", "H", "C", "H", "H", "Si", "C", "C", "H", "C", "H", "C", "H", "C", "H", "C", "H", "C", "C", "H", "C", "H", "C", "H", "C", "H", "C", "H", "H", "Cl", "N", "C", "C", "C", "C", "C", "N", "C", "C", "C", "C", "C", "N", "H", "H", "H", "H", "H", "H", "H", "H", "H"], "positions_angstrom": [[-1.943, -0.272, 3.816], [-2.295, 0.059, 2.476], [-2.074, -1.105, 1.687], [-2.660, 1.005, 2.099], [-1.546, -2.139, 2.514], [-1.481, -1.621, 3.842], [-1.151, -2.173, 4.723], [-2.039, 0.384, 4.678], [-2.233, -1.185, 0.620], [-1.232, -3.130, 2.172], [-0.319, -0.509, 2.530], [1.594, 1.050, -0.942], [0.215, 2.328, -0.630], [0.617, 3.628, -0.937], [1.678, 3.835, -1.061], [-0.345, 4.598, -1.187], [-0.009, 5.576, -1.545], [-1.705, 4.305, -1.048], [-2.440, 5.063, -1.321], [-2.111, 3.016, -0.667], [-3.175, 2.777, -0.566], [-1.148, 2.018, -0.485], [-1.448, 0.970, -0.324], [-0.463, -1.158, -1.135], [-1.799, -1.305, -1.563], [-2.399, -0.440, -1.857], [-2.286, -2.613, -1.660], [-3.237, -2.787, -2.157], [-1.546, -3.684, -1.146], [-1.989, -4.689, -1.160], [-0.289, -3.499, -0.573], [0.248, -4.344, -0.129], [0.274, -2.238, -0.596], [1.320, -2.077, -0.329], [0.666, 0.135, -0.086], [0.256, -0.575, -2.675], [0.540, -1.948, -3.962], [-0.046, -1.940, -5.248], [-0.401, -1.006, -5.700], [-0.127, -3.142, -5.978], [-0.602, -3.172, -6.960], [0.438, -4.321, -5.465], [0.328, -5.273, -5.996], [1.231, -4.251, -4.312], [1.789, -5.129, -3.982], [1.361, -3.040, -3.621], [2.102, -2.937, -2.821], [-0.442, 0.876, -3.618], [-1.731, 1.324, -3.957], [-2.595, 0.727, -3.658], [-1.883, 2.534, -4.657], [-2.889, 2.889, -4.886], [-0.783, 3.277, -5.063], [-0.913, 4.196, -5.614], [0.488, 2.812, -4.772], [1.377, 3.358, -5.072], [0.662, 1.622, -4.072], [1.673, 1.267, -3.835], [2.671, 2.036, -1.093], [2.820, 0.237, 0.725], [1.270, 0.451, 5.407], [1.816, -0.764, 4.934], [2.691, -1.464, 5.784], [3.233, -2.672, 5.371], [2.863, -3.164, 4.116], [1.970, -2.451, 3.339], [1.484, -1.248, 3.735], [0.896, 1.608, 4.683], [1.039, 2.853, 5.322], [0.671, 4.010, 4.650], [0.143, 3.888, 3.360], [-0.007, 2.631, 2.809], [0.407, 1.513, 3.449], [1.581, 0.669, 6.360], [2.913, -0.999, 6.744], [3.927, -3.218, 6.013], [3.249, -4.101, 3.742], [1.612, -2.812, 2.376], [1.469, 2.839, 6.321], [0.800, 4.984, 5.121], [-0.157, 4.749, 2.782], [-0.447, 2.495, 1.819]], "mulliken_charge": [-0.194, -1.166, 0.145, 0.503, -0.637, -0.346, 0.514, 0.485, 0.308, 0.517, 0.829, 0.571, 1.806, -1.381, 0.450, -0.844, 0.496, -0.957, 0.467, -0.757, 0.466, 0.623, -0.135, 2.891, -2.228, 0.680, -1.123, 0.485, -0.673, 0.486, -1.092, 0.501, -0.752, 0.550, 0.137, 0.116, 0.291, -0.424, 0.436, -0.559, 0.424, -0.586, 0.421, -0.526, 0.429, -0.369, 0.419, 1.282, -0.357, 0.489, -0.781, 0.433, -0.566, 0.458, -0.854, 0.432, -0.706, 0.501, -0.271, -0.271, 0.010, 0.588, -0.883, -0.515, -0.843, -0.226, 0.537, 0.505, -0.863, -0.677, -1.117, -0.461, 0.681, 0.273, 0.379, 0.423, 0.463, 0.225, 0.399, 0.429, 0.535, 0.652], "e_lumo_ev": [-5.7509, -8.5600], "de_lowest_kcal_mol": 64.2, "homo_lumo_gap_ev": [6.43, 4.70], "homo_ev": [-12.179, -13.256], "e_tot_ev": -77234.400, "total_charge": 2, "multiplicity": 5}